224
Properties=species:S:1:pos:R:3 method="wB97M-V/def2-TZVPD" homo_energy_ha=-0.299 spin_multiplicity=1 lumo_energy_ev=0.0 orbital_gap_ev=8.12 e_above_lowest_kcal_mol=120.6 charge=0 smiles="COCCNCCOC.COCCNCCOC.COCCNCCOC.COCCNCCOC.COCCNCCOC.COCCNCCOC.COCCNCCOC.COCCNCCOC.NC(N)=O.NC(N)=O.NC(N)=O.NC(N)=O"
C -1.77 5.31 -2.85
O -1.17 6.37 -2.82
N -2.29 4.85 -3.94
N -1.98 4.59 -1.82
H -2.83 4.01 -4.09
H -2.22 5.40 -4.79
H -1.70 4.98 -0.93
H -2.37 3.66 -1.81
C -0.08 1.91 -3.45
O 0.08 2.08 -4.60
N 0.53 2.44 -2.38
N -0.91 1.00 -2.85
H 1.33 3.06 -2.45
H -0.08 2.67 -1.62
H -1.36 0.51 -3.61
H -1.11 0.88 -1.87
C -1.78 -3.14 0.14
O -2.18 -1.98 -0.06
N -0.52 -3.51 0.30
N -2.52 -4.16 0.20
H 0.21 -2.81 0.30
H -0.35 -4.45 0.63
H -2.15 -5.09 0.32
H -3.51 -3.95 0.24
C -2.42 1.56 4.56
O -2.31 2.62 3.96
N -2.27 1.46 5.82
N -2.63 0.38 4.08
H -2.11 2.36 6.26
H -2.29 0.57 6.30
H -2.76 -0.42 4.69
H -2.92 0.38 3.11
C -2.63 -4.20 -10.10
O -2.31 -4.01 -8.71
C -2.97 -4.90 -7.85
C -4.36 -4.37 -7.61
N -4.48 -3.16 -6.78
C -4.11 -3.40 -5.38
C -4.38 -2.13 -4.56
O -3.38 -1.18 -4.64
C -3.72 0.04 -4.08
H -3.71 -4.19 -10.26
H -2.09 -5.03 -10.56
H -2.20 -3.32 -10.57
H -2.33 -5.06 -6.98
H -3.20 -5.78 -8.44
H -4.95 -5.13 -7.09
H -4.86 -4.23 -8.56
H -3.74 -2.51 -7.00
H -3.10 -3.81 -5.29
H -4.67 -4.24 -4.98
H -4.57 -2.46 -3.53
H -5.31 -1.63 -4.84
H -3.75 0.07 -2.99
H -4.73 0.33 -4.36
H -3.00 0.82 -4.31
C 5.03 -1.11 -5.44
O 5.67 -0.45 -4.38
C 4.84 0.65 -4.01
C 5.41 1.45 -2.85
N 5.83 0.57 -1.71
C 6.68 1.26 -0.75
C 7.45 0.22 0.06
O 8.30 -0.69 -0.64
C 9.26 -0.10 -1.53
H 5.29 -0.61 -6.37
H 3.95 -1.10 -5.30
H 5.37 -2.14 -5.41
H 3.86 0.31 -3.65
H 4.57 1.23 -4.89
H 4.67 2.20 -2.57
H 6.23 2.07 -3.24
H 6.44 -0.10 -2.15
H 6.11 1.92 -0.10
H 7.39 1.82 -1.35
H 6.78 -0.42 0.64
H 8.06 0.85 0.71
H 9.78 0.81 -1.23
H 8.71 0.31 -2.38
H 9.87 -0.92 -1.89
C 7.11 -4.46 2.29
O 6.68 -4.53 0.99
C 6.85 -3.29 0.37
C 6.70 -3.43 -1.16
N 5.38 -3.95 -1.59
C 4.37 -2.94 -1.23
C 3.13 -3.14 -2.08
O 2.64 -4.55 -2.07
C 1.42 -4.62 -2.65
H 8.18 -4.55 2.48
H 6.72 -5.34 2.80
H 6.68 -3.61 2.84
H 7.86 -3.02 0.66
H 6.22 -2.53 0.81
H 7.46 -4.06 -1.63
H 6.98 -2.49 -1.62
H 5.20 -4.62 -0.85
H 4.73 -1.94 -1.48
H 4.02 -3.01 -0.20
H 3.31 -2.91 -3.13
H 2.37 -2.42 -1.77
H 1.19 -5.64 -2.95
H 1.62 -4.12 -3.60
H 0.64 -4.29 -1.97
C 4.70 -0.82 4.24
O 5.47 0.35 4.56
C 5.67 1.23 3.53
C 6.76 2.29 3.80
N 6.70 3.50 2.94
C 5.58 4.42 3.18
C 5.85 5.51 4.31
O 6.05 5.00 5.62
C 5.32 5.49 6.75
H 3.93 -0.48 3.55
H 4.11 -1.18 5.08
H 5.25 -1.65 3.80
H 4.72 1.55 3.11
H 6.12 0.51 2.85
H 7.79 1.93 3.75
H 6.59 2.60 4.83
H 7.52 4.08 3.11
H 4.62 3.91 3.30
H 5.37 4.98 2.27
H 4.98 6.16 4.30
H 6.60 6.16 3.85
H 5.56 6.52 7.03
H 5.56 4.87 7.61
H 4.25 5.55 6.53
C -7.11 6.19 -1.80
O -6.29 7.13 -2.54
C -4.90 6.82 -2.38
C -4.19 8.05 -2.98
N -4.51 9.25 -2.16
C -3.40 9.47 -1.25
C -3.28 8.57 0.01
O -4.62 8.54 0.54
C -4.90 7.50 1.47
H -8.12 6.59 -1.65
H -6.78 6.04 -0.78
H -7.21 5.24 -2.33
H -4.70 5.89 -2.90
H -4.54 6.60 -1.38
H -4.72 8.23 -3.91
H -3.16 7.96 -3.32
H -5.32 8.96 -1.64
H -3.66 10.47 -0.89
H -2.44 9.63 -1.74
H -2.53 8.96 0.70
H -2.93 7.62 -0.39
H -5.29 6.68 0.88
H -5.75 7.77 2.10
H -4.11 7.25 2.18
C 0.97 -1.27 4.31
O 1.01 -2.62 4.57
C 2.12 -3.31 3.90
C 1.94 -4.86 3.91
N 1.43 -5.52 5.11
C 2.18 -5.45 6.32
C 1.33 -5.96 7.57
O 0.25 -5.01 7.72
C -0.39 -5.04 8.99
H 1.24 -1.10 3.26
H 1.63 -0.69 4.95
H -0.05 -0.91 4.31
H 3.09 -3.06 4.34
H 2.13 -2.96 2.87
H 2.82 -5.29 3.43
H 1.13 -5.12 3.21
H 0.54 -5.11 5.39
H 2.59 -4.46 6.55
H 3.13 -5.97 6.24
H 1.96 -5.89 8.45
H 1.10 -7.02 7.51
H 0.30 -4.95 9.83
H -1.01 -5.93 9.11
H -1.04 -4.16 9.07
C 3.23 -0.16 0.58
O 1.97 0.25 1.23
C 0.89 0.12 0.28
C -0.34 0.72 0.90
N -1.49 0.73 -0.05
C -2.51 1.62 0.49
C -3.75 1.54 -0.38
O -3.52 2.40 -1.51
C -4.73 2.70 -2.27
H 3.18 -1.20 0.25
H 4.04 -0.30 1.30
H 3.50 0.49 -0.25
H 0.73 -0.86 -0.18
H 1.03 0.74 -0.60
H -0.12 1.73 1.25
H -0.61 0.14 1.78
H -1.87 -0.20 -0.14
H -2.17 2.64 0.69
H -2.82 1.17 1.44
H -4.45 2.00 0.32
H -4.07 0.54 -0.70
H -4.59 3.53 -2.95
H -5.53 2.98 -1.59
H -4.98 1.82 -2.87
C -7.94 0.02 3.72
O -7.42 -1.23 4.10
C -6.25 -1.55 3.22
C -6.72 -2.04 1.92
N -5.85 -1.70 0.82
C -6.35 -2.14 -0.52
C -6.57 -3.65 -0.76
O -5.39 -4.36 -0.35
C -5.44 -5.56 -1.06
H -8.75 0.24 4.42
H -8.26 0.20 2.69
H -7.09 0.69 3.78
H -5.75 -2.33 3.79
H -5.59 -0.70 3.10
H -7.76 -1.73 1.76
H -6.77 -3.12 2.00
H -4.87 -1.92 0.95
H -5.69 -1.78 -1.30
H -7.19 -1.54 -0.87
H -6.86 -3.76 -1.80
H -7.37 -4.01 -0.11
H -5.31 -5.73 -2.13
H -6.25 -6.23 -0.76
H -4.59 -6.06 -0.60